(1)
Formula: C5H10O2
Source: the Open Molecules 2025 dataset
Level of theory: ωB97M-V/def2-TZVPD

Geometry (Å):
C -1.897 -0.386 -0.675
C -0.980 0.508 0.079
O -1.349 -0.095 1.829
C 0.357 0.223 0.210
C 1.263 -0.658 -0.579
C 2.292 0.431 -0.261
O 1.331 1.241 0.436
H -2.963 -0.337 -0.423
H -1.759 -0.017 -1.691
H -1.571 -1.427 -0.632
H -1.312 1.520 0.236
H -1.398 0.599 2.504
H -0.266 -0.304 1.521
H 1.516 -1.658 -0.217
H 0.925 -0.691 -1.613
H 2.712 0.941 -1.128
H 3.099 0.112 0.404

For the relative energy (zero: lowest compared OMol25 entry of this formula, charge and spin), the calculation gives 516.6 kJ/mol. The LUMO energy comes out at 0.93 eV. The calculation puts the total energy at -346.82865 Ha. The largest force on an atom is 1.99 eV Å⁻¹.



(2)
Formula: C5H10O2
Source: the Open Molecules 2025 dataset
Level of theory: ωB97M-V/def2-TZVPD

Geometry (Å):
O -0.408 -1.549 -1.553
C -0.315 -0.160 -1.274
C -1.394 0.337 -0.276
C -0.707 0.443 1.106
C 0.652 -0.225 0.896
O 1.659 0.200 1.780
C 0.995 0.151 -0.566
H -0.136 -2.035 -0.764
H -0.409 0.324 -2.248
H -1.778 1.311 -0.593
H -2.234 -0.363 -0.283
H -1.287 -0.003 1.921
H -0.516 1.487 1.384
H 0.558 -1.321 0.975
H 2.256 0.572 1.126
H 1.224 1.231 -0.628
H 1.840 -0.400 -1.002

For the relative energy (zero: lowest compared OMol25 entry of this formula, charge and spin), the calculation gives 128.3 kJ/mol. The LUMO energy comes out at 0.92 eV. The calculation puts the total energy at -346.97657 Ha. Its SMILES is O[C@H]1CC[C@H](O)C1. The largest force on an atom is 1.15 eV Å⁻¹.



(3)
Formula: C5H10O2
Source: the Open Molecules 2025 dataset
Level of theory: ωB97M-V/def2-TZVPD

Geometry (Å):
O 2.350 0.173 0.992
C 1.602 -0.557 0.034
C 0.132 -0.356 0.346
C -0.290 1.092 0.153
C -1.791 0.943 0.033
O -1.787 0.019 -1.078
C -0.861 -1.004 -0.664
H 3.284 0.083 0.770
H 1.788 -0.180 -0.984
H 1.866 -1.626 0.058
H -0.063 -0.726 1.363
H 0.212 1.873 0.722
H -0.129 1.267 -0.914
H -2.291 1.895 -0.186
H -2.308 0.452 0.871
H -0.325 -1.422 -1.528
H -1.450 -1.808 -0.214

For the relative energy (zero: lowest compared OMol25 entry of this formula, charge and spin), the calculation gives 199.7 kJ/mol. The LUMO energy comes out at 0.90 eV. The calculation puts the total energy at -346.94937 Ha. Its SMILES is OC[C@H]1CCOC1. The largest force on an atom is 1.03 eV Å⁻¹.